Here is C12H16CeCl3F3O3 as an isolated structure from the Open Molecules 2025 dataset. Energies are from ωB97M-V/def2-TZVPD.

Geometry as XYZ:
```
38
Properties=species:S:1:pos:R:3:mulliken_charge:R:1
C 1.5756 -1.1116 -0.5703 0.828
C 2.3283 -0.1382 0.1442 0.348
C 1.9394 1.1498 -0.3163 0.901
C 3.4887 -0.4142 1.0174 -1.572
C 0.9150 0.9758 -1.3005 0.296
C 0.6633 -0.4166 -1.4341 0.487
C -0.3039 -1.0124 -2.3845 -1.464
C 1.8408 -2.5672 -0.5679 -1.701
C 2.5980 2.4207 0.0555 -1.691
C 0.2717 2.0459 -2.1038 -1.548
Ce -0.8533 0.0847 1.6124 0.881
Cl 0.9281 -0.0509 3.4556 -0.448
Cl -1.0970 -2.4373 1.2178 -0.320
Cl -0.8293 2.6205 1.1225 -0.446
H 3.3642 -1.3523 1.5611 0.341
H 3.6187 0.3657 1.7701 0.355
H 4.4249 -0.4826 0.4419 0.283
H 2.7509 2.4822 1.1397 0.316
H 2.0037 3.2838 -0.2593 0.362
H 3.5895 2.5132 -0.4158 0.281
H 0.0600 2.9282 -1.4824 0.318
H -0.6470 1.6583 -2.5663 0.332
H 0.9119 2.3778 -2.9397 0.239
H -1.0774 -0.2696 -2.6322 0.367
H -0.7878 -1.9208 -1.9982 0.285
H 0.1782 -1.2840 -3.3406 0.218
H 1.9711 -2.9501 0.4509 0.347
H 2.7638 -2.7977 -1.1253 0.299
H 1.0232 -3.1203 -1.0406 0.413
O -2.8872 -2.8078 -1.7098 -1.058
H -3.8315 -2.7657 -1.4156 0.074
F -5.9102 0.2335 1.4332 -0.240
C -5.0181 0.4149 2.4264 0.777
F -5.2431 1.6021 3.0421 -0.250
F -5.1214 -0.5857 3.3372 -0.246
C -3.5645 0.4458 1.8768 0.759
O -3.3195 0.6727 0.6701 -0.596
O -2.7180 0.2095 2.8284 -0.526
```

Results
LUMO level (alpha / beta)	3.8 / 3.8	eV
net charge	-2
max |F|	3.95	eV Å⁻¹
Kohn-Sham gap (alpha / beta)	3.938 / 3.933	eV
E_HOMO (alpha / beta)	-0.124 / -0.123	eV

Here is C12H16Cl2N2O2PPt as an isolated structure from the Open Molecules 2025 dataset. Energies are from ωB97M-V/def2-TZVPD.

Geometry as XYZ:
```
36
Properties=species:S:1:pos:R:3:nbo_charge:R:1
C -1.3998 2.7653 -2.8902 -0.707
C -0.9121 2.9092 -1.4697 0.495
H -0.7109 2.0860 -3.4105 0.286
H -1.3891 3.6865 -3.4888 0.353
H -2.4181 2.3572 -2.9017 0.304
O 0.2382 2.6040 -1.1594 -0.043
Cl -2.0970 3.1292 -0.2652 0.291
Pt 0.1604 -1.2648 0.5604 0.832
P -1.6110 -1.8235 -0.6904 1.045
C -1.4590 -3.4819 -1.4281 -0.950
C -2.9055 -1.8094 0.5793 -0.950
H -2.8108 0.0634 -1.6518 0.248
H -2.9908 -1.4222 -2.6494 0.306
H -1.4640 -0.4753 -2.7078 0.254
C -2.2858 -0.8109 -2.0605 -0.944
H -3.0045 -0.7750 0.9275 0.259
H -3.8482 -2.1690 0.1569 0.296
H -2.4419 -3.8305 -1.7725 0.301
H -1.0469 -4.1765 -0.6894 0.278
H -2.5662 -2.4239 1.4184 0.276
H -0.7665 -3.4289 -2.2777 0.278
C 1.5128 -1.9486 -0.4870 0.437
O 2.3254 -2.4309 -1.1431 -0.285
Cl 0.3002 -2.9307 2.2217 -0.010
N 5.2111 3.4977 3.4395 -0.080
C 4.4080 2.7381 3.0693 0.175
C 3.3869 1.8323 2.5719 -0.012
C 2.1957 2.3089 2.0238 -0.166
C 1.2362 1.4033 1.5816 0.040
N 1.4951 0.0882 1.5578 -0.530
C 2.6243 -0.3988 2.0889 0.066
C 3.5737 0.4546 2.6293 -0.160
H 2.0183 3.3810 1.9370 0.277
H 0.2682 1.7454 1.1992 0.207
H 2.7111 -1.4819 2.1016 0.240
H 4.4626 0.0324 3.0792 0.292
```

Results
2S+1	5
LUMO level (alpha / beta)	-11.6 / -15.8	eV
net charge	+3
<S²>	6.0191
max |F|	7.86	eV Å⁻¹
Kohn-Sham gap (alpha / beta)	7.441 / 3.555	eV
E_HOMO (alpha / beta)	-19.084 / -19.331	eV

Here is C12H16Cl2NO5S2 as an isolated structure from the Open Molecules 2025 dataset. Energies are from ωB97M-V/def2-TZVPD.

Geometry as XYZ:
```
38
Properties=species:S:1:pos:R:3:nbo_charge:R:1
C -1.2884 1.6613 2.8499 -0.659
C -2.4825 1.0471 2.2015 -0.008
Cl -3.9372 1.9540 2.4643 -0.015
C -2.5015 -0.0670 1.4801 -0.354
Cl -3.9543 -0.6643 0.7931 0.049
S -1.0402 -1.0596 1.0692 2.312
O -1.6000 -2.2596 0.4945 -0.956
O -0.2481 -0.2511 0.1595 -0.990
N -0.3815 -1.3433 2.4719 -1.247
S 1.2128 -1.4850 2.6279 2.331
O 1.7921 -2.3459 1.6314 -0.958
O 1.4571 -1.7961 4.0240 -0.994
C 1.8996 0.1581 2.4225 -0.731
C 3.4223 0.2050 2.1770 0.113
C 3.7461 0.3106 0.6961 -0.625
O 4.1424 -0.9042 2.6954 -0.719
H -0.4197 1.0221 2.7441 0.261
H -1.4811 1.7990 3.9172 0.225
H -1.0861 2.6419 2.4116 0.220
H 1.6564 0.6850 3.3473 0.225
H 1.3785 0.6185 1.5844 0.260
H 3.7700 1.1160 2.6891 0.142
H 3.1359 -0.3935 0.1264 0.236
H 3.5194 1.3201 0.3433 0.197
H 4.7996 0.0897 0.5207 0.213
H 3.8694 -1.0551 3.6107 0.478
C -1.0351 0.5734 -3.2223 -0.197
C -1.5055 -0.7230 -3.0668 -0.208
C -2.0867 -1.3785 -4.1437 -0.204
C -2.1973 -0.7412 -5.3727 -0.229
C -1.7269 0.5558 -5.5266 -0.229
C -1.1467 1.2130 -4.4496 -0.226
H -0.5813 1.0740 -2.3766 0.227
H -1.4058 -1.2107 -2.1085 0.251
H -2.4549 -2.3893 -4.0215 0.208
H -2.6499 -1.2558 -6.2116 0.201
H -1.8113 1.0533 -6.4852 0.200
H -0.7798 2.2254 -4.5679 0.202
```

Results
LUMO level	2.7	eV
net charge	-1
max |F|	1.25	eV Å⁻¹
Kohn-Sham gap	8.994	eV
E_HOMO	-6.253	eV

Here is an isolated molecule of C12H16Cl3NO3S from the Open Molecules 2025 dataset. Energies are from ωB97M-V/def2-TZVPD.

Geometry as XYZ:
```
36
Properties=species:S:1:pos:R:3:nbo_charge:R:1
C -1.7684 -2.7122 1.0106 -0.615
H -2.5998 -2.0959 1.3424 0.205
H -1.1094 -2.8812 1.8566 0.213
C -1.0060 -2.0635 -0.1434 -0.421
H -1.5909 -2.1252 -1.0647 0.201
H -0.0811 -2.6207 -0.3046 0.236
C -0.6010 -0.5967 0.0914 0.111
N 0.3948 -0.2076 -0.9190 -0.888
S 1.9515 -0.6928 -0.8699 2.518
O 2.1414 -1.8898 -0.1271 -0.915
O 2.4655 -0.5926 -2.1960 -0.941
O 2.5713 0.5462 -0.0032 -0.709
C 3.6802 1.2232 -0.5180 -0.140
C 4.9756 0.5867 -0.0145 -0.124
Cl 5.0778 -1.0917 -0.5786 0.042
Cl 5.0025 0.6127 1.7524 0.027
Cl 6.3479 1.5157 -0.6294 0.028
H 3.6257 2.2610 -0.1738 0.221
H 3.6609 1.1798 -1.6139 0.239
H 0.0548 -0.2091 -1.8657 0.425
C -1.7343 0.4114 -0.0645 -0.052
C -1.4160 1.7651 0.0173 -0.143
C -2.3894 2.7367 -0.1148 -0.225
C -3.7077 2.3741 -0.3359 -0.209
C -4.0331 1.0346 -0.4368 -0.205
C -3.0550 0.0606 -0.3084 -0.211
H -3.3458 -0.9721 -0.4061 0.214
H -5.0555 0.7388 -0.6207 0.214
H -4.4721 3.1300 -0.4357 0.215
H -2.1195 3.7803 -0.0463 0.214
H -0.3876 2.0531 0.1711 0.209
C 0.0490 -0.4282 1.4666 -0.640
H 0.5536 0.5310 1.5248 0.226
H -0.7088 -0.4776 2.2439 0.226
H 0.7880 -1.2080 1.6217 0.239
H -2.1591 -3.6761 0.6923 0.217
```

Results
energy relative to the best compared isomer or geometry (same formula, charge and spin)	0.1117	eV
LUMO level	0.6	eV
net charge	0
max |F|	1.14	eV Å⁻¹
Kohn-Sham gap	10.029	eV
E_HOMO	-9.464	eV

Here is C12H16F9NiO7 as an isolated structure from the Open Molecules 2025 dataset. Energies are from ωB97M-V/def2-TZVPD.

Geometry as XYZ:
```
45
Properties=species:S:1:pos:R:3:nbo_charge:R:1
Ni -3.0141 -1.0498 1.4376 1.423
O -2.0808 0.5955 1.0599 -0.965
H -2.0147 1.3574 0.4654 0.502
C -1.3386 0.3495 -3.1196 -0.625
C -1.3779 1.6351 -3.9516 -0.087
O -0.3444 2.4629 -3.4925 -0.470
C -0.5632 3.4620 -2.6819 0.692
O -1.6410 3.9506 -2.4306 -0.555
C 0.7304 4.0079 -2.0155 0.903
F 0.5604 3.9062 -0.6959 -0.315
F 1.7918 3.2760 -2.3646 -0.306
F 0.9582 5.2785 -2.3132 -0.288
H -0.4234 -0.2132 -3.2861 0.231
H -2.1538 -0.3115 -3.4251 0.218
H -1.5726 0.5813 -2.0795 0.183
H -2.3632 2.0196 -3.6843 0.204
H -1.3148 1.4172 -5.0141 0.214
C 1.5958 -1.4436 4.5469 -0.642
C 0.2715 -0.9000 4.0153 -0.076
O -0.7695 -1.3252 4.8976 -0.425
C -2.0423 -1.2714 4.5963 0.772
O -2.4369 -1.0433 3.4666 -0.742
C -2.9529 -1.4645 5.8034 0.904
F -3.9110 -0.5426 5.8460 -0.287
F -3.6333 -2.6132 5.6568 -0.299
F -2.2513 -1.4560 6.9225 -0.269
H 2.4535 -1.0166 4.0312 0.243
H 1.6784 -2.4956 4.2571 0.221
H 1.6377 -1.5016 5.6323 0.245
H 0.0658 -1.3169 3.0276 0.185
H 0.2340 0.1881 3.9591 0.211
C 0.9339 -0.0727 -0.2479 -0.644
C 2.1143 -0.7243 -0.8206 -0.088
O 1.7992 -1.4186 -2.0330 -0.490
C 2.7020 -1.5399 -2.9925 0.691
O 3.8324 -1.1185 -2.9720 -0.523
C 2.0926 -2.0731 -4.3154 0.902
F 0.7564 -2.0430 -4.2415 -0.315
F 2.4862 -1.3338 -5.3437 -0.293
F 2.5239 -3.3046 -4.6062 -0.302
H 0.9256 0.3023 0.7767 0.230
H -0.0038 -0.6264 -0.3491 0.204
H 0.6858 0.8715 -0.7471 0.217
H 2.4894 -1.4427 -0.0884 0.189
H 2.8842 0.0008 -1.0864 0.223
```

Results
energy relative to the best compared isomer or geometry (same formula, charge and spin)	0.6693	eV
2S+1	3
LUMO level (alpha / beta)	-6.1 / -7.2	eV
net charge	+1
<S²>	2.0118
max |F|	3.30	eV Å⁻¹
Kohn-Sham gap (alpha / beta)	7.321 / 6.228	eV
E_HOMO (alpha / beta)	-13.444 / -13.444	eV

Here is C12H16MnN4OSSe3Te as an isolated structure from the Open Molecules 2025 dataset. Energies are from ωB97M-V/def2-TZVPD.

Geometry as XYZ:
```
39
Properties=species:S:1:pos:R:3:nbo_charge:R:1
Mn -0.1457 0.1219 -0.1953 0.719
C -0.8012 -0.5021 4.8521 -0.406
N -1.2099 -1.4992 3.8842 -0.345
C -1.2822 -2.8637 4.0912 -0.055
C -1.5817 -3.4352 2.9138 -0.063
N -1.6931 -2.4153 1.9765 -0.379
C -1.4683 -1.2157 2.5860 0.293
S -1.5964 0.3310 1.9359 -0.241
C -1.8519 -2.6577 0.5865 0.369
C -2.8245 -3.5502 0.1710 -0.266
C -2.8593 -3.9056 -1.1672 -0.135
C -1.9027 -3.3747 -2.0165 -0.245
C -0.9866 -2.4758 -1.5040 0.103
N -0.9729 -2.0821 -0.2261 -0.473
H -0.9460 -0.8989 5.8539 0.212
H -1.4021 0.3934 4.7193 0.239
H 0.2468 -0.2428 4.7010 0.228
H -1.0996 -3.3133 5.0506 0.235
H -1.6964 -4.4706 2.6494 0.241
H -3.5265 -3.9636 0.8824 0.229
H -3.6127 -4.5888 -1.5351 0.225
H -1.8731 -3.6395 -3.0636 0.234
H -0.2146 -2.0553 -2.1386 0.240
Se -1.1773 0.7382 -2.3746 -0.535
Se 1.0055 0.3713 -3.1417 -0.159
Te 2.5637 0.9198 -1.2165 0.284
Se 2.0305 -0.7684 0.5544 -0.623
C -1.5842 5.0042 1.9241 -0.397
N -1.3222 3.8234 1.1267 -0.403
C -2.4233 3.3344 0.3207 -0.414
C -0.1188 3.2433 1.1257 0.575
O 0.2304 2.2531 0.4906 -0.668
H -1.7386 5.8757 1.2837 0.200
H -0.7452 5.2016 2.5892 0.211
H -2.4785 4.8467 2.5281 0.202
H -2.6565 4.0416 -0.4771 0.207
H -3.3068 3.1856 0.9447 0.200
H -2.1517 2.3881 -0.1334 0.232
H 0.6015 3.7503 1.7831 0.127
```

Results
energy relative to the best compared isomer or geometry (same formula, charge and spin)	0.5775	eV
2S+1	6
LUMO level (alpha / beta)	0.2 / 0.2	eV
net charge	0
<S²>	8.7608
max |F|	0.82	eV Å⁻¹
Kohn-Sham gap (alpha / beta)	6.276 / 6.582	eV
E_HOMO (alpha / beta)	-6.087 / -6.428	eV